Below is a 2-piece molecular cluster, C3H5I3Si overall, with properties calculated with ωB97M-V with the def2-TZVPD basis set.

Each line ends with the Löwdin charge.
Cartesian coordinates (Å):
1 C 1.213 1.189 -0.476  -0.11
2 C 1.010 0.698 0.990  -0.18
3 C 2.111 0.270 0.404  -0.10
4 Si -1.773 -1.187 -0.148  -0.85
5 I -2.739 -3.444 -0.297  0.34
6 I -2.427 -0.068 1.924  0.44
7 I -2.420 0.144 -2.097  0.37
8 H 0.530 1.044 -1.325  0.04
9 H 1.553 2.248 -0.543  0.10
10 H 0.204 0.690 1.723  -0.03
11 H -0.368 -1.444 -0.400  -0.13
12 H 3.105 -0.141 0.245  0.08

Relative energy (zero: lowest compared OMol25 entry of this formula, charge and spin): 38.93 kJ/mol
Charge: 0
Kohn-Sham gap (alpha / beta): 0.18929 / 0.27800 hartree
Spin multiplicity: 3
HOMO (alpha / beta): -5.689 / -9.713 eV

=====

Below is C4H8FO2S as an isolated structure, with properties calculated with ωB97M-V with the def2-TZVPD basis set.

Each line ends with the Löwdin charge.
Cartesian coordinates (Å):
1 C 0.135 -0.229 -1.328  -0.15
2 C -0.011 -0.898 1.128  -0.14
3 C -0.012 1.853 0.424  -0.10
4 C -0.494 -0.012 0.023  -0.53
5 O -2.806 0.155 1.322  -0.58
6 O -2.617 1.331 -0.855  -0.58
7 F 1.354 1.962 0.458  -0.10
8 S -2.411 0.055 -0.111  0.63
9 H -0.286 0.484 -2.034  0.06
10 H -0.076 -1.236 -1.691  0.07
11 H 1.219 -0.094 -1.295  0.07
12 H 1.013 -0.669 1.429  0.07
13 H -0.045 -1.938 0.793  0.07
14 H -0.677 -0.790 1.983  0.06
15 H -0.425 2.051 1.406  0.08
16 H -0.432 2.436 -0.382  0.07

Relative energy (zero: lowest compared OMol25 entry of this formula, charge and spin): 0.00 kJ/mol
Charge: -1
Kohn-Sham gap: 0.25321 hartree
HOMO: -3.072 eV

=====

Below is C21H25FN2O5S in the gas phase, with properties calculated with ωB97M-V with the def2-TZVPD basis set.

Each line ends with the Löwdin charge.
Cartesian coordinates (Å):
1 C -5.213 0.126 0.756  0.03
2 O -4.053 0.339 -0.283  -0.07
3 C -3.133 -0.682 -0.218  -0.21
4 C -2.975 -1.752 0.667  -0.05
5 C -1.978 -2.536 0.837  -0.14
6 C -1.114 -2.551 -0.099  -0.15
7 C 0.078 -3.399 -0.162  -0.18
8 C 1.239 -2.929 0.703  0.00
9 N 2.000 -1.579 0.009  0.18
10 C 3.101 -1.247 0.533  -0.65
11 O 3.793 -1.883 1.119  0.19
12 C 3.432 0.103 -0.144  -0.25
13 C 4.756 0.612 0.437  -0.23
14 C 4.476 1.586 1.296  -0.29
15 C 3.212 2.173 0.986  -0.10
16 N 2.566 1.162 0.083  -0.25
17 S 1.348 1.495 -0.910  0.92
18 O 1.678 2.864 -1.980  -0.41
19 O 1.308 0.310 -1.934  -0.37
20 C -0.023 1.457 -0.048  -0.41
21 C -0.970 2.710 -0.450  0.13
22 C -2.206 2.680 0.489  0.04
23 C -2.194 1.925 1.606  -0.40
24 F -3.328 2.072 2.339  0.07
25 C -1.254 1.152 1.859  -0.01
26 C -0.186 0.854 0.974  -0.13
27 C -1.233 -1.477 -1.411  0.15
28 C -2.321 -0.580 -1.357  -0.35
29 O -2.478 0.297 -2.214  -0.04
30 C -1.782 0.553 -3.353  -0.07
31 H -5.847 0.862 0.374  0.06
32 H -4.869 0.250 1.793  0.07
33 H -5.602 -0.938 0.747  0.11
34 H -3.505 -1.567 1.545  0.10
35 H -1.774 -3.120 1.533  0.07
36 H 0.566 -3.632 -1.251  0.18
37 H -0.140 -4.303 0.015  0.03
38 H 2.081 -3.546 0.628  0.09
39 H 0.746 -2.591 1.670  0.14
40 H 1.529 -1.317 -0.604  -0.07
41 H 3.627 -0.292 -1.335  0.23
42 H 5.399 -0.319 0.626  0.15
43 H 5.385 0.893 -0.582  0.18
44 H 5.145 2.419 1.563  0.14
45 H 4.357 0.933 2.366  0.20
46 H 2.438 2.596 1.421  0.08
47 H 3.583 2.897 -0.003  0.20
48 H -0.845 3.126 -1.495  0.11
49 H -2.868 3.611 0.152  0.16
50 H -1.412 0.341 2.792  0.21
51 H 0.652 0.217 1.379  0.16
52 H -0.526 -1.494 -2.239  0.08
53 H -2.210 1.273 -4.076  0.11
54 H -0.645 0.343 -3.257  0.10
55 H -1.808 -0.494 -3.892  0.12

Relative energy (zero: lowest compared OMol25 entry of this formula, charge and spin): 1933.07 kJ/mol
Charge: 0
Kohn-Sham gap: 0.28603 hartree
SMILES string: COc1ccc(CCNC(=O)[C@@H]2CCCN2S(=O)(=O)c2ccc(F)cc2)cc1OC
HOMO: -8.074 eV

=====

Below is C10H45AgB5F3N2O8SV2 as an isolated structure, with properties calculated with ωB97M-V with the def2-TZVPD basis set.

Each line ends with the Löwdin charge.
Cartesian coordinates (Å):
1 O 5.455 -23.918 -18.643  -0.28
2 V 5.850 -24.364 -20.093  0.84
3 O 10.383 -26.141 -24.650  -0.34
4 V 8.950 -25.980 -23.946  0.96
5 Ag 5.288 -26.647 -24.136  0.70
6 B 9.814 -25.154 -21.854  -0.40
7 H 9.673 -24.251 -22.605  -0.03
8 H 8.729 -25.529 -21.505  -0.04
9 H 10.366 -26.049 -22.404  -0.04
10 H 10.536 -24.795 -20.968  0.01
11 B 3.214 -25.112 -24.836  -0.47
12 H 3.188 -25.798 -23.822  -0.05
13 H 3.715 -24.034 -24.656  -0.05
14 H 3.758 -25.718 -25.766  -0.07
15 H 2.046 -24.938 -25.136  -0.06
16 B 6.602 -26.529 -19.364  -0.39
17 H 7.467 -25.783 -19.678  -0.01
18 H 5.705 -26.392 -20.107  -0.06
19 H 6.974 -27.668 -19.434  0.01
20 H 6.262 -26.214 -18.260  -0.02
21 B 3.411 -24.278 -20.988  -0.38
22 H 4.112 -25.050 -20.389  -0.03
23 H 3.137 -23.304 -20.329  -0.01
24 H 4.059 -23.803 -21.869  -0.04
25 H 2.458 -24.836 -21.454  0.00
26 B 6.430 -24.839 -22.707  -0.47
27 H 5.704 -25.337 -21.903  -0.04
28 H 7.338 -25.559 -22.991  -0.09
29 H 5.908 -24.491 -23.737  0.03
30 H 6.908 -23.855 -22.199  0.02
31 C 6.894 -20.909 -22.798  -0.63
32 F 7.028 -21.814 -23.796  0.08
33 F 8.017 -21.016 -22.055  0.10
34 F 6.860 -19.686 -23.330  0.12
35 S 5.354 -21.253 -21.817  0.48
36 O 4.397 -21.545 -22.819  -0.25
37 O 5.757 -22.348 -20.924  -0.41
38 O 5.188 -20.039 -21.059  -0.30
39 C 7.215 -26.662 -26.770  -0.26
40 O 7.502 -26.439 -25.433  -0.46
41 H 6.691 -27.629 -26.875  0.06
42 H 6.565 -25.893 -27.203  0.08
43 H 8.134 -26.779 -27.372  0.06
44 C 3.510 -28.558 -21.597  -0.04
45 C 4.728 -29.181 -22.277  -0.41
46 C 4.452 -29.609 -23.697  -0.21
47 O 3.999 -28.491 -24.452  -0.27
48 C 3.788 -28.856 -25.787  -0.13
49 N 5.836 -28.189 -22.247  0.05
50 H 3.051 -27.763 -22.190  0.08
51 H 3.741 -28.051 -20.657  0.08
52 H 2.830 -29.376 -21.339  0.08
53 H 4.966 -30.070 -21.672  0.13
54 H 3.711 -30.419 -23.800  0.13
55 H 5.335 -30.077 -24.170  0.12
56 H 4.653 -29.313 -26.278  0.08
57 H 3.619 -27.915 -26.325  0.07
58 H 2.842 -29.385 -25.960  0.09
59 H 6.673 -28.709 -22.517  0.08
60 H 6.012 -27.945 -21.276  0.02
61 C 10.487 -22.360 -24.271  -0.04
62 C 9.755 -22.922 -25.472  -0.36
63 C 10.633 -23.527 -26.538  -0.21
64 O 9.805 -24.065 -27.539  -0.18
65 C 10.509 -24.671 -28.572  -0.13
66 N 8.750 -23.943 -25.025  0.06
67 H 9.740 -21.992 -23.570  0.07
68 H 11.169 -21.548 -24.542  0.08
69 H 11.128 -23.111 -23.807  0.08
70 H 9.099 -22.157 -25.906  0.15
71 H 11.269 -24.283 -26.061  0.12
72 H 11.260 -22.726 -26.955  0.13
73 H 10.922 -25.658 -28.319  0.09
74 H 11.289 -24.060 -29.042  0.08
75 H 9.781 -24.913 -29.354  0.09
76 H 8.352 -24.362 -25.866  0.08
77 H 8.005 -23.386 -24.596  0.08

Charge: -2
Kohn-Sham gap (alpha / beta): 0.23341 / 0.24015 hartree
Spin multiplicity: 3
HOMO (alpha / beta): -2.838 / -2.842 eV

=====

Below is C17H17BHgN8O6 as an isolated structure, with properties calculated with ωB97M-V with the def2-TZVPD basis set.

Each line ends with the Löwdin charge.
Cartesian coordinates (Å):
1 H -0.859 -1.699 1.886  0.08
2 N 0.826 -1.249 0.730  -0.01
3 B 2.951 -1.278 -0.599  -0.49
4 N 1.888 -1.975 0.268  -0.04
5 C 1.775 -3.259 0.671  -0.08
6 Hg 0.604 1.338 0.660  1.21
7 H 2.537 -3.971 0.384  0.12
8 C 0.605 -3.360 1.415  -0.06
9 H 0.208 -4.236 1.887  0.08
10 C 0.042 -2.068 1.425  -0.12
11 H 3.857 -2.000 -0.897  0.12
12 C -0.349 2.850 -0.185  -0.18
13 H -1.179 2.833 0.574  0.01
14 H -0.571 2.817 -1.228  0.02
15 H 0.295 3.609 0.315  0.02
16 N 3.452 -0.063 0.267  0.02
17 N 2.206 -0.674 -1.799  -0.03
18 N 2.573 0.880 0.784  -0.18
19 N 1.112 0.129 -1.604  0.02
20 C 4.668 0.224 0.722  -0.05
21 C 2.380 -0.903 -3.115  -0.07
22 H 5.462 -0.404 0.429  0.12
23 H 3.205 -1.528 -3.438  0.13
24 C 4.606 1.346 1.496  -0.07
25 C 1.372 -0.239 -3.795  -0.06
26 C 3.302 1.769 1.550  -0.12
27 C 0.588 0.388 -2.805  -0.13
28 H 5.392 1.843 1.983  0.09
29 H 1.233 -0.210 -4.859  0.09
30 H 2.770 2.602 2.052  0.11
31 H -0.307 0.981 -2.917  0.10
32 H 0.194 1.406 2.441  0.20
33 O -2.038 -0.090 2.141  -0.07
34 C -2.460 0.216 0.992  -0.65
35 O -1.848 0.251 -0.112  -0.08
36 C -3.934 0.632 0.974  -0.08
37 C -4.498 1.301 -0.123  0.09
38 C -5.846 1.729 -0.089  -0.13
39 C -6.662 1.456 1.015  0.09
40 C -6.103 0.770 2.100  -0.12
41 C -4.747 0.376 2.094  0.09
42 N -6.930 0.471 3.238  -0.32
43 O -8.126 0.832 3.209  0.06
44 O -6.422 -0.134 4.205  0.07
45 N -6.380 2.496 -1.183  -0.32
46 O -5.630 2.775 -2.142  0.06
47 O -7.574 2.857 -1.120  0.06
48 H -3.905 1.506 -1.010  0.12
49 H -7.701 1.774 1.035  0.13
50 H -4.330 -0.131 2.961  0.13

Relative energy (zero: lowest compared OMol25 entry of this formula, charge and spin): 288.51 kJ/mol
Charge: 0
Kohn-Sham gap (alpha / beta): 0.18850 / 0.18107 hartree
HOMO (alpha / beta): -9.011 / -9.011 eV